The following is a DFT calculation (ωB97M-V/def2-TZVPD) of one molecule with the formula C6H8N2O3.

As for the spin multiplicity: 1. The calculation puts the HOMO energy at -9.582 eV. Its energy above the lowest of the compared OMol25 structures with the same formula, charge and spin is 405.2 kJ/mol. Its gap between HOMO and LUMO is 9.643 eV. Its electronic energy is -15470.73584 eV. As for the SMILES: COCc1cc(C(=O)O)[nH]n1. For the largest force on an atom, the calculation gives 5.34 eV/A.

Last column: Löwdin charge in e.
Geometry (Å):
1 C -0.32212 -0.52412 -2.58201  -0.085
2 O -0.10762 0.86376 -2.46694  -0.174
3 C -0.84656 1.50823 -1.45792  -0.190
4 C -0.29119 1.00716 -0.20716  -0.246
5 C -0.52732 -0.18906 0.61705  0.005
6 C 0.49780 -0.30723 1.50127  -0.251
7 C 0.80027 -0.95846 2.71618  -0.438
8 O 1.67066 -0.36670 3.35425  0.085
9 O 0.36472 -2.23795 3.01879  0.051
10 N 1.26284 0.80069 1.30857  0.023
11 N 0.88444 1.64027 0.23239  0.155
12 H -0.05933 -0.89911 -3.56530  0.093
13 H -1.29053 -0.77647 -2.61255  0.042
14 H 0.33145 -0.77980 -1.69331  0.112
15 H -0.77674 2.52918 -1.51067  0.103
16 H -1.86270 1.18563 -1.51689  0.117
17 H -1.66643 -0.58493 0.67900  0.168
18 H -0.27006 -2.81595 2.33784  0.220
19 H 2.20841 0.90486 1.84742  0.208

Forces on the atoms, in the same order (eV/Å):
C 4.347 1.281 1.306
O -0.234 1.765 -2.388
C -0.329 -3.410 0.173
C 3.591 0.016 3.958
C -4.464 0.891 -1.875
C -1.018 2.670 -1.565
C 2.239 -1.461 1.261
O -1.625 -2.396 0.959
O -1.626 -0.755 -1.688
N 2.478 1.978 -1.457
N -1.839 -4.065 1.817
H 1.271 0.269 -0.033
H -4.034 -0.922 1.169
H -1.133 -1.835 -1.320
H 0.401 2.437 -0.488
H -1.168 0.056 -0.203
H 3.253 0.295 -0.240
H 2.512 3.106 2.183
H -2.623 0.079 -1.568